#a
Here is 2 unconnected molecules or ions with the total composition C2H10NO from OMol25. Energies are from wB97M-V/def2-TZVPD.

Last column: Mulliken charge in e.
Atoms and positions in Å:
C: 1.42 -0.79 -1.43  -0.727
N: 0.32 -1.46 -0.53  -0.321
H: 0.12 -2.39 -0.88  0.376
H: 0.86 -1.62 0.32  0.356
H: -0.54 -0.93 -0.38  0.337
H: 1.99 -1.60 -1.86  0.383
H: 2.10 -0.23 -0.80  0.300
H: 0.78 -0.25 -2.10  0.332
C: -1.30 1.70 1.53  -0.677
O: -0.39 0.90 0.71  -0.514
H: -0.70 1.22 -0.15  0.311
H: -1.69 0.93 2.20  0.260
H: -0.77 2.33 2.26  0.259
H: -2.19 2.20 1.11  0.327

Calculated values
Molar mass, g/mol: 64.108
LUMO level, eV: -3.753
Gap between HOMO and LUMO, eV: 10.81
Total charge: +1

#b
Here is 2 unconnected molecules or ions with the total composition C2H10NO from OMol25. Energies are from wB97M-V/def2-TZVPD.

Last column: Mulliken charge in e.
Atoms and positions in Å:
C: -0.87 -0.50 -1.40  -0.732
N: -1.52 -0.44 -0.05  -0.365
H: -0.80 -0.79 0.73  0.387
H: -1.72 0.63 0.30  0.374
H: -2.41 -0.80 -0.14  0.359
H: -1.00 -1.62 -1.71  0.320
H: 0.22 -0.53 -1.52  0.280
H: -1.24 0.26 -2.17  0.345
C: 1.44 1.00 1.03  -0.613
O: 1.20 -0.29 0.56  -0.536
H: 1.84 -0.90 1.08  0.342
H: 1.89 1.08 2.04  0.284
H: 0.67 1.60 0.91  0.302
H: 2.30 1.30 0.36  0.251

Calculated values
Molar mass, g/mol: 64.108
LUMO level, eV: -3.770
Gap between HOMO and LUMO, eV: 10.82
Total charge: +1

Quick one: most stable of them? #a

#a
Here is 2 unconnected molecules or ions with the total composition C2H10NO from OMol25. Energies are from wB97M-V/def2-TZVPD.

Last column: Mulliken charge in e.
Atoms and positions in Å:
N: 1.12 -0.16 2.34  -0.426
H: 0.58 -0.07 3.12  0.331
H: 2.04 0.21 2.63  0.411
H: 1.31 -1.19 2.31  0.387
H: 0.83 0.13 1.37  0.320
C: -0.47 0.45 -0.79  -0.235
O: -0.20 -0.67 0.08  -0.631
C: -1.12 0.10 -2.10  -1.110
H: -1.09 1.07 -0.24  0.311
H: 0.54 1.06 -0.89  0.260
H: 0.53 -1.16 -0.33  0.362
H: -2.24 -0.04 -1.96  0.269
H: -1.24 0.85 -2.83  0.411
H: -0.60 -0.59 -2.73  0.340

Calculated values
Molar mass, g/mol: 64.108
LUMO level, eV: -4.063
Gap between HOMO and LUMO, eV: 10.81
Total charge: +1

#b
Here is 2 unconnected molecules or ions with the total composition C2H10NO from OMol25. Energies are from wB97M-V/def2-TZVPD.

Last column: Mulliken charge in e.
Atoms and positions in Å:
N: 2.26 -0.42 -0.36  -0.425
H: 2.37 -1.00 -1.18  0.393
H: 1.33 -0.67 0.00  0.161
H: 2.23 0.58 -0.63  0.401
H: 2.99 -0.50 0.38  0.389
C: -1.38 0.55 0.08  -0.036
O: -0.12 0.83 0.81  -0.535
C: -1.32 -0.89 -0.41  -0.990
H: -1.28 1.25 -0.83  0.228
H: -2.34 0.80 0.68  0.312
H: -0.13 1.73 1.13  0.282
H: -0.76 -1.51 0.42  0.248
H: -0.78 -0.97 -1.41  0.220
H: -2.26 -1.35 -0.53  0.352

Calculated values
Molar mass, g/mol: 64.108
LUMO level, eV: -4.000
Gap between HOMO and LUMO, eV: 10.45
Total charge: +1

#c
Here is 2 unconnected molecules or ions with the total composition C2H10NO from OMol25. Energies are from wB97M-V/def2-TZVPD.

Last column: Mulliken charge in e.
Atoms and positions in Å:
O: 0.99 -1.67 -1.18  -0.617
H: 1.19 -1.98 -2.07  0.305
H: -0.27 0.00 -1.01  0.326
H: 0.97 -2.38 -0.56  0.313
C: -1.40 0.03 0.74  -0.809
N: -0.42 0.67 -0.25  -0.154
C: 0.88 0.95 0.41  -0.802
H: -0.89 -0.88 1.04  0.331
H: -1.54 0.77 1.52  0.362
H: -2.34 -0.12 0.23  0.347
H: -0.83 1.53 -0.60  0.375
H: 1.45 1.66 -0.18  0.362
H: 1.48 0.05 0.51  0.304
H: 0.73 1.37 1.40  0.357

Calculated values
Molar mass, g/mol: 64.108
LUMO level, eV: -3.269
Gap between HOMO and LUMO, eV: 13.05
Total charge: +1

#d
Here is 2 unconnected molecules or ions with the total composition C2H10NO from OMol25. Energies are from wB97M-V/def2-TZVPD.

Last column: Mulliken charge in e.
Atoms and positions in Å:
N: -2.22 -0.53 0.02  -0.459
H: -2.89 0.23 -0.12  0.392
H: -1.21 -0.33 -0.30  0.272
H: -2.21 -0.72 1.03  0.400
H: -2.64 -1.34 -0.42  0.385
C: 0.87 0.86 -0.23  -0.114
O: 0.08 0.04 -1.13  -0.648
C: 1.91 0.07 0.53  -1.051
H: 1.21 1.75 -0.76  0.267
H: 0.05 1.29 0.40  0.222
H: 0.51 -0.79 -1.36  0.353
H: 1.41 -0.71 1.15  0.292
H: 2.66 -0.51 -0.04  0.349
H: 2.47 0.70 1.24  0.340

Calculated values
Molar mass, g/mol: 64.108
LUMO level, eV: -3.845
Gap between HOMO and LUMO, eV: 11.34
Total charge: +1

Quick one: most stable of them? #c